(1)
This record from OMol25 describes a cluster of 22 separate species, C29H37Cl63N in total. The level of theory is ωB97M-V with the def2-TZVPD basis set.

Output
E_LUMO, eV: -3.4208
HOMO energy, eV: -11.917
Net charge: +1

Element x y z (Å)
C  -0.7647  -0.5572  -1.2840
C  -0.0448  -0.5481  -2.7520
C  1.5917  -0.6430  -2.5449
C  1.9694  -1.9636  -1.6471
C  2.2749  0.7456  -2.0198
N  1.9921  1.8940  -2.7578
C  2.7677  3.0067  -2.0937
C  2.7584  2.6122  -0.5082
C  3.2656  1.0387  -0.7232
H  -0.0274  -0.4836  -0.3793
H  -1.4020  -1.5299  -1.1553
H  -1.5068  0.3669  -1.2613
H  -0.3495  -1.4817  -3.4206
H  -0.3018  0.4181  -3.3634
H  2.0328  -0.8442  -3.6297
H  2.8902  -2.5092  -2.1460
H  2.1420  -1.7281  -0.5058
H  1.0608  -2.7079  -1.7593
H  1.3702  1.9810  -3.6012
H  3.8845  2.7440  -2.4020
H  2.6190  4.1131  -2.4281
H  1.6031  2.5750  -0.2381
H  3.4261  3.2942  0.1892
H  3.0206  0.4678  0.2689
H  4.4293  0.9924  -0.9512
C  -3.4304  1.1999  1.6846
Cl  -4.9769  1.7557  1.0231
Cl  -3.2274  -0.5391  1.4138
Cl  -2.0861  2.1026  0.9658
H  -3.4304  1.3830  2.7618
C  -1.4007  3.4319  4.9997
Cl  -2.8891  2.5548  4.6062
Cl  -1.2117  3.5807  6.7546
Cl  0.0054  2.6218  4.2890
H  -1.4706  4.4359  4.5748
C  -0.9222  -1.4819  5.2301
Cl  0.7962  -1.8869  5.0823
Cl  -1.1426  -0.0861  6.2993
Cl  -1.6252  -1.1611  3.6359
H  -1.4406  -2.3372  5.6687
C  -1.5452  -3.5138  -5.4453
Cl  -1.7967  -1.9555  -6.2495
Cl  0.1344  -3.6702  -4.9046
Cl  -2.6555  -3.6955  -4.0765
H  -1.7515  -4.3093  -6.1649
C  7.5242  0.5425  0.5623
Cl  9.0114  1.0792  1.3609
Cl  6.1797  0.4985  1.7159
Cl  7.1368  1.5987  -0.8066
H  7.6837  -0.4689  0.1815
C  2.4261  5.3091  7.3321
Cl  3.8696  6.2564  6.9351
Cl  0.9745  6.0756  6.6654
Cl  2.5861  3.6506  6.7303
H  2.3271  5.2725  8.4194
C  1.2748  4.4262  -5.4772
Cl  2.9815  4.1555  -5.0853
Cl  1.1202  5.2372  -7.0442
Cl  0.3828  2.8947  -5.4811
H  0.8435  5.0740  -4.7105
C  1.3681  9.5745  4.2755
Cl  2.5423  8.4575  4.9903
Cl  -0.2615  8.8804  4.3226
Cl  1.4043  11.1347  5.1136
H  1.6418  9.7388  3.2308
C  3.8582  -0.9672  -6.1779
Cl  5.0185  -2.0848  -5.4411
Cl  2.2282  -1.6601  -6.1581
Cl  3.8761  0.5925  -5.3377
H  4.1511  -0.8025  -7.2174
C  -1.7767  9.5428  7.9182
Cl  -3.4156  8.9174  8.1657
Cl  -0.7055  8.2624  7.3244
Cl  -1.7964  10.9104  6.7923
H  -1.3936  9.8937  8.8791
C  -5.5920  -3.1582  -0.0799
Cl  -4.9151  -3.7587  -1.6034
Cl  -7.3026  -2.7434  -0.2798
Cl  -5.3890  -4.3588  1.2068
H  -5.0496  -2.2537  0.2047
C  -4.2752  0.6310  -3.4569
Cl  -3.5084  -0.9408  -3.7401
Cl  -5.1822  0.6163  -1.9353
Cl  -3.0614  1.9218  -3.4441
H  -4.9750  0.8247  -4.2732
C  11.0763  0.3394  -2.2396
Cl  12.3733  -0.7428  -2.7733
Cl  9.7837  -0.5805  -1.4512
Cl  11.7118  1.5808  -1.1474
H  10.6587  0.8356  -3.1186
C  -7.8742  -1.0598  -4.5283
Cl  -6.7096  -2.1801  -3.8026
Cl  -9.5060  -1.7483  -4.4919
Cl  -7.8389  0.5013  -3.6912
H  -7.5922  -0.8977  -5.5712
C  -1.7849  -3.8913  8.9790
Cl  -3.4277  -4.5080  9.2235
Cl  -0.7174  -5.1789  8.3954
Cl  -1.7942  -2.5300  7.8453
H  -1.4038  -3.5370  9.9395
C  -1.7803  -8.0156  -4.0645
Cl  -1.6562  -7.1484  -2.5246
Cl  -3.2197  -9.0480  -4.0828
Cl  -1.8157  -6.8748  -5.4196
H  -0.8990  -8.6518  -4.1732
C  -13.6496  -2.1703  -4.1702
Cl  -15.1366  -3.0483  -4.5656
Cl  -13.4640  -2.0199  -2.4149
Cl  -12.2419  -2.9807  -4.8774
H  -13.7190  -1.1668  -4.5961
C  -3.5429  -6.2699  5.7859
Cl  -5.1278  -5.8235  5.1322
Cl  -3.1968  -7.9777  5.4668
Cl  -2.2749  -5.2397  5.1007
H  -3.5618  -6.1189  6.8676
C  -8.1436  -7.4103  -0.0037
Cl  -9.7286  -6.9676  -0.6596
Cl  -7.7930  -9.1173  -0.3227
Cl  -6.8771  -6.3769  -0.6867
H  -8.1645  -7.2596  1.0780
C  14.3532  -4.0330  -4.0455
Cl  16.0519  -4.3245  -3.6358
Cl  14.2230  -3.2008  -5.6040
Cl  13.4504  -5.5569  -4.0766
H  13.9188  -3.3914  -3.2754
C  5.7158  5.0845  1.8327
Cl  4.1925  5.6606  1.1350
Cl  5.9176  3.3492  1.5374
Cl  7.0857  5.9917  1.1706
H  5.6838  5.2486  2.9122

Atoms 1-3, force components in eV/Å:
C -1.0053 0.4019 -0.5084
C 0.8030 -0.0365 0.2887
C 0.4546 -0.4106 -0.4518


(2)
This record from OMol25 describes a structure of composition C10H24F3InO10P2. The level of theory is ωB97M-V with the def2-TZVPD basis set.

Output
Energy above the lowest of the compared OMol25 structures with the same formula, charge and spin, kcal/mol: 65.9
E_LUMO, eV: -13.2362
HOMO energy, eV: -15.693
Net charge: +2

Element x y z (Å)
In  -0.4269  -2.1026  0.7019
C  2.8504  -0.9575  2.0155
O  2.4427  -1.1231  0.6417
O  1.7269  -1.3989  2.6670
C  4.2434  -1.6849  2.4184
F  4.4577  -1.9475  3.7065
F  4.3898  -2.9015  1.8087
F  5.2548  -0.9960  1.9541
C  3.2359  -0.4246  -0.3563
C  2.5555  -0.6271  -1.7257
H  3.1405  -0.1045  -2.4826
H  2.4932  -1.6849  -1.9812
H  1.5437  -0.2231  -1.7602
H  4.1631  -0.9869  -0.4671
H  3.4877  0.6251  -0.2052
H  2.9402  0.1167  2.1773
C  -4.1859  1.0588  3.6374
O  -2.9153  1.0272  4.3271
P  -1.4551  1.1334  3.5126
O  -1.2015  0.0680  2.5120
O  -1.5576  2.6576  2.9689
C  -1.7578  3.6470  3.9863
O  -0.3880  1.1580  4.7344
C  0.9470  1.6810  4.4834
H  -4.7073  0.1138  3.7898
H  -4.0242  1.0141  2.5604
H  -4.7276  1.9419  3.9764
H  -1.5922  3.3761  5.0291
H  -2.7943  3.9709  3.8918
H  -1.0848  4.4593  3.7119
H  1.4312  1.4235  3.5414
H  1.6607  1.4216  5.2653
H  0.8940  2.7697  4.4799
C  -3.4539  -2.4485  -3.7104
O  -2.8238  -1.1298  -3.9180
P  -1.2661  -0.9111  -3.4939
O  -0.9064  -1.1046  -2.0600
O  -0.9722  0.6551  -3.9852
C  -1.1860  1.0856  -5.3241
O  -0.4744  -1.8134  -4.6145
C  0.8995  -1.5701  -4.8930
H  -4.3255  -2.3353  -3.0657
H  -2.8164  -3.2601  -3.3600
H  -3.9255  -2.7687  -4.6395
H  -2.2087  1.0622  -5.7004
H  -0.5749  0.5828  -6.0737
H  -0.8727  2.1132  -5.5083
H  1.4344  -2.5189  -4.9360
H  1.4800  -0.8653  -4.2977
H  0.9528  -1.2737  -5.9405

Atoms 1-3, force components in eV/Å:
In -0.3791 0.8348 -0.3317
C -6.6787 -1.5627 -1.8593
O 2.8197 0.8917 0.8954


(3)
This record from OMol25 describes a structure of composition C6H9BCl3F4N3O5Y. The level of theory is ωB97M-V with the def2-TZVPD basis set.

Output
Energy above the lowest of the compared OMol25 structures with the same formula, charge and spin, kcal/mol: 14.3
E_LUMO, eV: 2.2506
HOMO energy, eV: -5.472
Net charge: -1

Element x y z (Å)
Y  0.2526  -0.1941  -0.2929
N  -0.4694  1.7689  1.1414
C  -1.0473  1.1415  2.3593
C  0.0003  0.1678  2.9153
O  0.3073  0.2326  4.1073
N  0.5224  -0.6013  1.9529
C  1.8240  -1.1816  2.2221
C  2.8737  -0.6045  1.2471
O  4.0618  -0.7909  1.4348
O  2.3830  0.0456  0.2250
H  0.3668  2.2823  1.4048
H  -1.1170  2.4291  0.7247
H  -1.9553  0.6113  2.0654
H  -1.2944  1.8710  3.1304
H  1.8235  -2.2663  2.0824
H  2.1528  -0.9810  3.2419
F  -1.0289  -2.1239  -0.8456
B  -0.0032  -3.0786  -1.2505
F  0.1116  -3.0418  -2.6333
F  -0.2805  -4.3234  -0.7720
F  1.1658  -2.5075  -0.6531
N  1.5291  -0.4403  -2.4516
H  2.4727  -0.5572  -2.0936
H  1.5149  0.3548  -3.0790
H  1.2781  -1.2745  -2.9744
Cl  -4.5341  1.5678  -1.9603
C  -2.8983  2.1873  -2.1462
Cl  -2.7506  3.7339  -1.2604
Cl  -2.5573  2.4577  -3.8588
C  -1.8351  1.2405  -1.4985
O  -2.2240  0.4262  -0.6515
O  -0.6451  1.4488  -1.8333

Atoms 1-3, force components in eV/Å:
Y -0.0884 -0.0963 0.1184
N 0.0128 -0.1386 0.0900
C 0.0221 0.0398 -0.1261


(4)
This record from OMol25 describes a cluster of 4 separate species, C14H33F6N3O9S2 in total. The level of theory is ωB97M-V with the def2-TZVPD basis set.

Output
Energy above the lowest of the compared OMol25 structures with the same formula, charge and spin, kcal/mol: 0.0
E_LUMO, eV: 0.4130
HOMO energy, eV: -9.874

Element x y z (Å)
O  0.5799  0.3743  -0.9103
H  -0.0169  1.1115  -0.7625
H  0.1493  -0.3360  -1.3916
H  0.8982  0.0453  -0.0665
C  -2.8884  -2.4200  -1.3875
F  -3.1137  -1.2216  -1.8810
F  -3.2113  -2.4156  -0.0904
F  -3.6251  -3.3069  -2.0324
S  -0.9915  -2.8419  -1.4229
O  -0.5436  -2.9396  -0.0239
O  -0.8095  -4.0844  -2.1769
N  -0.3573  -1.3720  -2.2111
S  -0.3785  -1.7518  -3.7057
O  0.9421  -2.2724  -4.1006
O  -1.5723  -2.4583  -4.1950
C  -0.4672  0.0404  -4.5340
F  0.6903  0.8175  -4.3377
F  -0.7216  -0.1567  -5.8585
F  -1.5753  0.6214  -4.0331
C  -4.3303  -0.0285  2.6021
O  -3.3311  0.9576  2.3669
C  -2.8608  0.9729  1.0273
C  -1.9823  2.1902  0.9127
N  -1.3814  2.2861  -0.3879
C  -0.7319  3.5958  -0.6035
C  0.6210  3.6904  0.2117
O  1.4329  2.5742  -0.1316
C  2.3190  2.7670  -1.2489
H  -4.5158  -0.1142  3.6727
H  -4.0436  -1.0299  2.2808
H  -5.1676  0.3419  2.0105
H  -3.6753  0.9640  0.3030
H  -2.2909  0.0880  0.7440
H  -1.2695  2.0120  1.7179
H  -2.5033  3.1270  1.1106
H  -2.1966  2.2857  -0.9842
H  -1.4738  4.3676  -0.3984
H  -0.5211  3.7656  -1.6594
H  0.4311  3.6767  1.2849
H  1.0858  4.6747  0.1551
H  3.2463  2.2615  -0.9791
H  2.6965  3.7459  -1.5444
H  2.0038  2.3423  -2.2019
C  -0.9907  -1.5855  4.0313
O  0.2528  -2.1255  3.5487
C  1.3688  -1.2191  3.7174
C  1.3013  -0.1332  2.6800
N  1.5034  -0.6999  1.3489
C  2.9331  -0.9598  1.1525
C  3.3476  -1.5689  -0.1903
O  3.4808  -0.5113  -1.0992
C  3.8117  -1.0019  -2.3664
H  -1.0323  -1.5636  5.1203
H  -1.7621  -2.3313  3.8393
H  -1.2100  -0.5908  3.6432
H  2.2818  -1.8090  3.6368
H  1.3054  -0.8699  4.7480
H  2.0724  0.6244  2.8197
H  0.3569  0.4107  2.6972
H  1.0455  -1.5846  1.5155
H  3.3633  -1.6508  1.8774
H  3.4212  0.0143  1.1209
H  2.6393  -2.3200  -0.5399
H  4.3481  -1.9827  -0.0645
H  3.1138  -1.7765  -2.6843
H  4.7791  -1.4699  -2.5481
H  3.7197  -0.2435  -3.1439

Atoms 1-3, force components in eV/Å:
O 1.4669 1.9190 -0.4329
H -1.2662 1.3803 0.3411
H -0.9302 -1.7823 -1.4824


(5)
This record from OMol25 describes a structure of composition C24H14ClMnN4O5Se. The level of theory is ωB97M-V with the def2-TZVPD basis set.

Output
Energy above the lowest of the compared OMol25 structures with the same formula, charge and spin, kcal/mol: 8.7
E_LUMO (spin up / spin down), eV: 1.5276 / 1.5102
HOMO energy (spin up / spin down), eV: -4.448 / -4.888
Net charge: -1
Spin multiplicity: 6

Element x y z (Å)
Mn  -0.2322  0.4673  0.0794
Cl  -3.3859  -2.3032  6.0966
C  -2.8891  -1.4769  4.6148
C  -3.5670  -0.3219  4.2156
C  -3.1699  0.3321  3.0706
C  -2.1263  -0.1557  2.2670
O  -1.8351  0.5301  1.1822
C  -1.4446  -1.3182  2.6835
C  -0.2960  -1.8610  2.0153
N  0.1946  -1.4158  0.8869
C  1.3532  -1.9970  0.3616
C  1.8617  -3.2281  0.6728
C  3.0624  -3.7032  0.0610
C  3.7572  -2.9702  -0.8417
C  3.2493  -1.6858  -1.2090
C  3.8680  -0.8198  -2.1466
C  3.3388  0.3873  -2.4489
C  2.1229  0.7716  -1.8122
N  1.5496  -0.0146  -0.9576
C  2.0748  -1.2274  -0.6176
C  -1.8473  -1.9590  3.8769
H  -4.3897  0.0531  4.8107
H  -3.6651  1.2390  2.7461
H  0.2483  -2.6386  2.5489
H  1.3441  -3.8678  1.3733
H  3.4268  -4.6863  0.3392
H  4.6739  -3.3342  -1.2894
H  4.7850  -1.1474  -2.6291
H  3.7868  1.0501  -3.1760
H  1.6259  1.7054  -2.0356
H  -1.3190  -2.8465  4.2072
O  1.2006  1.1896  1.9098
C  0.7190  2.0511  2.6216
C  -0.1345  3.1516  2.1625
C  -0.5401  4.0507  3.1519
C  -1.2791  5.1393  2.8036
C  -1.6365  5.3832  1.4663
C  -1.2440  4.5241  0.4878
C  -0.4862  3.3354  0.7902
O  -0.1674  2.5391  -0.1450
N  -1.7065  6.0985  3.8557
O  -2.3745  7.0541  3.5049
O  -1.3730  5.8787  5.0038
H  0.9483  2.0597  3.7079
H  -0.2627  3.8920  4.1882
H  -2.2205  6.2631  1.2330
H  -1.5114  4.6841  -0.5482
Se  -1.7281  0.0412  -2.1147
C  -0.6084  0.8103  -3.4092
N  0.1337  1.2928  -4.1599

Atoms 1-3, force components in eV/Å:
Mn -0.1624 1.2091 -1.0236
Cl 0.1183 0.1840 -0.3498
C -0.0329 -0.3513 0.3495


(6)
This record from OMol25 describes a structure of composition C18H48N2O9. The level of theory is ωB97M-V with the def2-TZVPD basis set.

Output
Energy above the lowest of the compared OMol25 structures with the same formula, charge and spin, kcal/mol: 284.2
E_LUMO, eV: -0.1468
HOMO energy, eV: -9.023

Element x y z (Å)
C  -2.0144  -2.8906  -3.6671
C  -2.6694  -1.4536  -3.7681
O  -2.9224  -1.0346  -4.9371
N  -2.8374  -0.6426  -2.4931
H  -3.5394  -1.3486  -1.9331
H  -1.9334  -0.7156  -2.0321
C  -3.0754  0.7974  -2.5941
H  -2.7774  -3.3786  -3.1471
H  -1.2784  -2.8766  -2.9471
H  -1.8734  -3.3466  -4.5561
H  -2.2054  1.4264  -2.9291
H  -3.0304  1.4064  -1.7091
H  -3.9914  1.1584  -3.2201
N  -0.6854  0.2644  -0.1121
O  -0.2784  1.0834  -0.9121
O  -0.4434  0.4774  1.1699
O  -1.0754  -0.7846  -0.5381
C  0.0426  2.0224  4.5379
C  0.0166  0.6274  3.8809
C  1.0836  -0.2006  4.4509
O  -1.1674  -0.0326  4.0749
H  -0.1214  1.9244  5.5259
H  -0.7554  2.4824  4.1219
H  0.8286  2.7334  4.2609
H  0.2846  0.8164  2.8989
H  1.8936  0.3784  4.0529
H  1.2086  -1.1776  3.8149
H  1.1516  -0.3456  5.6129
H  -1.4454  -0.1896  3.1449
C  0.1616  5.1624  2.5359
C  -0.8334  4.2214  1.9229
C  -2.1444  4.8904  1.7059
O  -0.2824  3.7364  0.6659
H  -0.0444  5.7574  3.3139
H  0.4966  5.9654  1.8229
H  1.0786  4.6104  2.6729
H  -0.8694  3.4904  2.7839
H  -2.6264  5.1124  2.6959
H  -2.9014  4.2094  1.2499
H  -2.1614  5.8174  1.2129
H  -0.5434  2.7404  0.5329
C  -0.1834  -2.2196  -4.6851
C  -0.0324  -1.1306  -3.5701
C  0.8826  -0.0266  -4.0951
O  -1.2884  -0.5346  -3.4121
H  0.8736  -2.5716  -4.7571
H  -0.4304  -1.9076  -5.6421
H  -0.9844  -2.9776  -4.2231
H  0.1966  -1.5776  -2.5051
H  1.7916  -0.4736  -4.3631
H  0.9816  1.0564  -3.7151
H  0.6136  0.3434  -5.1831
H  -1.1564  0.0414  -2.5401
C  4.4946  0.6254  -0.1501
C  3.4906  -0.1116  0.5659
C  2.0666  -0.1026  -0.1441
O  3.8076  -1.4276  0.7469
H  5.3786  0.4634  0.3169
H  4.3046  1.6994  -0.3061
H  4.6996  0.3974  -1.1181
H  3.5366  0.3424  1.5149
H  1.3846  -0.7346  0.5499
H  2.1276  -0.4776  -1.2151
H  1.7856  0.9414  -0.0791
H  4.5966  -1.2306  1.4109
C  -0.6314  -4.0546  0.3139
C  -0.1394  -3.5456  1.5939
C  1.2706  -3.1446  1.5009
O  -0.8864  -2.3866  2.0279
H  -0.7664  -3.3636  -0.4831
H  -1.6034  -4.5436  0.4889
H  -0.1574  -5.0166  -0.1091
H  -0.2184  -4.2896  2.3449
H  1.8486  -2.7406  2.2259
H  1.4086  -2.3826  0.8099
H  1.7856  -4.1496  1.1999
H  -0.5694  -1.6846  1.5149

Atoms 1-3, force components in eV/Å:
C -10.4521 2.4142 6.4623
C 2.0437 1.3257 -6.2207
O -1.3338 -1.5045 4.1839


(7)
This record from OMol25 describes a cluster of 2 separate species, C7H7N2O5S3 in total. The level of theory is ωB97M-V with the def2-TZVPD basis set.

Output
E_LUMO, eV: 1.0777
HOMO energy, eV: -3.932
Net charge: -1

Element x y z (Å)
C  2.1593  4.5691  -1.0564
C  2.7665  3.3655  -0.3619
O  1.8086  2.2929  -0.5640
C  2.1136  1.0319  -0.1365
S  1.0761  -0.1698  -0.6347
S  3.5251  0.8903  0.7364
H  2.7574  5.4523  -0.8128
H  2.1821  4.4323  -2.1470
H  1.1230  4.7423  -0.7341
H  3.7509  3.1437  -0.8270
H  2.9208  3.6192  0.7069
O  -5.3614  -2.3335  0.7305
N  -4.3892  -1.6654  1.1365
O  -4.4888  -0.6672  1.9057
C  -3.0523  -1.9677  0.7777
C  -2.5466  -3.0398  0.0759
C  -1.1315  -2.9524  0.1068
N  -0.2563  -3.8707  -0.5388
O  0.9706  -3.6955  -0.3509
O  -0.7092  -4.7988  -1.2458
C  -0.6246  -1.8860  0.8947
S  -1.8654  -0.9005  1.5087
H  -3.1297  -3.7999  -0.4318
H  0.4012  -1.7921  1.2618

Atoms 1-3, force components in eV/Å:
C -0.0831 0.0951 -0.2944
C -0.3353 0.2606 -0.1610
O 0.3250 0.5228 -0.0285